[1]
Formula: C12H30F2O12
Source: OMol25
Level of theory: ωB97M-V with the def2-TZVPD basis set

Values from the calculation:
ΔE to the lowest compared entry with this formula, charge and spin   6.0 kcal/mol
Structure (SMILES)   O=C1OC[C@@H](F)O1.O=C1OC[C@@H](F)O1.CO.CO.CO.CO.CO.CO
E   -42932.5791 eV
2S+1   1

Each line ends with the Mulliken charge.
Geometry (Å):
O 2.41 0.48 1.44  -0.517
C 1.57 0.48 2.24  0.668
O 0.60 1.32 2.51  -0.406
C -0.30 0.81 3.53  -0.157
C 0.18 -0.67 3.66  0.116
F -0.63 -1.47 2.94  -0.248
O 1.52 -0.61 3.13  -0.322
H -0.15 1.38 4.39  0.358
H -1.34 0.87 3.06  0.043
H 0.31 -1.01 4.61  0.360
O -1.48 1.27 -5.28  -0.488
C -2.32 1.88 -4.68  0.632
O -3.56 1.42 -4.34  -0.337
C -4.32 2.57 -3.79  -0.482
C -3.22 3.47 -3.31  0.371
F -2.96 3.09 -2.02  -0.211
O -2.14 3.13 -4.08  -0.317
H -4.92 3.04 -4.60  0.273
H -5.01 2.19 -3.08  0.297
H -3.47 4.51 -3.38  0.272
C 5.28 -0.71 2.89  -0.622
O 5.01 -0.71 1.47  -0.627
H 5.26 0.28 3.30  0.313
H 4.39 -1.15 3.42  0.190
H 6.21 -1.18 3.15  0.310
H 4.09 -0.43 1.40  0.500
C 0.87 1.97 -2.12  -0.424
O 1.15 0.59 -2.08  -0.516
H -0.22 1.94 -1.96  -0.042
H 1.33 2.57 -1.38  0.326
H 0.89 2.37 -3.10  0.350
H 2.09 0.43 -2.33  0.246
C -3.32 1.80 1.13  -0.471
O -3.21 0.64 2.04  -0.618
H -4.08 2.46 1.58  0.352
H -2.32 2.24 1.08  0.201
H -3.76 1.57 0.21  0.219
H -2.75 -0.09 1.58  0.321
C 4.53 -3.94 -0.48  -0.648
O 3.91 -3.26 0.56  -0.421
H 4.13 -4.95 -0.41  0.246
H 4.27 -3.45 -1.43  0.237
H 5.65 -4.13 -0.41  0.270
H 4.47 -2.57 0.89  0.329
C -3.48 -1.78 -0.35  -0.639
O -2.58 -0.66 -0.50  -0.426
H -4.31 -1.57 0.35  0.253
H -3.81 -1.87 -1.40  0.223
H -2.88 -2.66 -0.04  0.259
H -1.64 -0.88 -0.28  0.604
C 0.79 -2.17 0.21  -0.728
O 0.00 -0.98 0.02  -0.480
H 1.80 -1.95 0.59  0.090
H 0.29 -2.73 0.98  0.336
H 0.97 -2.67 -0.73  0.361
H 0.22 -0.51 -0.80  0.219

[2]
Formula: C12H30F4KN2O16P2S4
Source: OMol25
Level of theory: ωB97M-V with the def2-TZVPD basis set

Values from the calculation:
ΔE to the lowest compared entry with this formula, charge and spin   523.9 kcal/mol
E   -137772.0394 eV
Net charge   -1
2S+1   1

Each line ends with the Mulliken charge.
Geometry (Å):
K 1.19 0.60 -1.10  2.175
N 3.18 -0.09 -1.09  0.279
S 3.24 -1.32 -0.24  0.368
O 3.11 -1.29 1.22  -0.485
O 4.00 -2.44 -0.75  -0.767
F 1.64 -1.74 -0.64  -0.452
S 4.46 0.75 -0.38  1.058
O 5.54 0.11 0.37  -0.545
O 4.05 2.06 0.10  -0.717
F 5.16 1.08 -1.79  -0.323
N 1.66 0.97 -3.02  0.491
S 2.06 2.54 -3.41  0.872
O 1.61 3.66 -2.57  -0.613
O 2.30 2.77 -4.79  -0.604
F 3.59 2.37 -2.92  -0.264
S 0.42 0.99 -3.90  0.807
O 0.56 0.46 -5.23  -0.752
O -0.69 1.92 -3.58  -0.720
F -0.21 -0.27 -3.11  -0.429
C -0.88 1.82 2.52  -1.312
C -1.80 0.65 1.97  1.699
O -2.58 1.16 0.90  -0.491
P -2.05 0.79 -0.60  -0.168
O -0.70 1.33 -0.95  -0.068
O -2.12 -0.82 -0.75  -0.384
C -2.13 -1.34 -2.07  -0.227
C -3.01 -2.66 -2.13  -1.828
O -3.26 1.26 -1.54  -0.230
C -3.49 2.67 -1.79  -0.304
C -3.16 2.95 -3.25  -1.072
H -1.49 2.54 3.06  0.549
H -0.06 1.60 3.21  0.121
H -0.34 2.36 1.74  0.278
H -1.18 -0.20 1.70  -1.546
H -2.49 0.32 2.75  0.529
H -2.60 -0.65 -2.77  0.655
H -1.11 -1.42 -2.44  0.466
H -2.91 -3.36 -1.30  0.375
H -4.05 -2.33 -2.15  0.439
H -2.82 -3.22 -3.05  0.390
H -4.47 2.85 -1.34  0.431
H -2.90 3.35 -1.17  0.266
H -3.61 2.15 -3.85  0.271
H -3.53 3.91 -3.59  0.429
H -2.10 2.86 -3.50  0.365
C 3.98 0.82 2.89  -1.031
C 2.54 0.48 3.35  0.050
O 2.05 -0.71 2.73  -0.344
P 0.82 -0.56 1.67  0.946
O 0.85 0.60 0.66  -1.054
O 0.75 -2.02 0.92  -0.420
C -0.29 -2.23 -0.03  0.385
C -0.74 -3.70 0.11  -1.977
O -0.41 -0.51 2.71  0.173
C -0.50 -1.41 3.83  -0.416
C -1.91 -1.88 3.59  -0.668
H 4.10 1.19 1.87  -0.117
H 4.39 1.56 3.58  0.582
H 4.62 -0.04 3.11  0.279
H 2.64 0.36 4.43  0.390
H 1.86 1.32 3.22  0.079
H -1.14 -1.55 0.01  0.668
H 0.16 -2.14 -1.02  0.304
H -1.41 -3.98 -0.70  0.442
H 0.07 -4.42 0.24  0.400
H -1.44 -3.85 0.94  0.229
H 0.12 -2.31 3.86  0.285
H -0.38 -0.86 4.76  0.310
H -2.36 -2.33 4.48  0.492
H -2.47 -0.99 3.32  0.122
H -1.94 -2.53 2.72  -0.117

[3]
Formula: C12H30F6MgNO9S2
Source: OMol25
Level of theory: ωB97M-V with the def2-TZVPD basis set

Values from the calculation:
E   -76254.6203 eV
Net charge   +1
2S+1   1

Each line ends with the Mulliken charge.
Geometry (Å):
Mg 17.23 -0.94 1.24  1.360
C 12.99 -0.28 0.95  0.661
F 12.72 -1.57 1.02  -0.170
F 13.42 0.03 -0.23  -0.156
F 11.87 0.44 1.28  -0.213
S 14.36 0.26 2.23  0.993
O 14.02 1.47 2.91  -0.474
O 14.43 -0.95 3.08  -0.697
N 15.89 0.38 1.24  -0.205
S 15.75 1.73 0.45  0.875
O 16.24 1.50 -0.91  -0.926
O 14.50 2.44 0.54  -0.336
C 17.03 3.02 1.33  0.588
F 18.31 2.56 1.30  -0.210
F 16.85 4.20 0.72  -0.148
F 16.63 3.16 2.62  -0.188
C 14.12 7.09 1.10  -1.026
C 12.94 6.16 1.10  -0.179
O 13.13 5.18 0.13  -0.432
H 13.99 7.91 1.81  0.351
H 14.40 7.47 0.12  0.316
H 15.02 6.53 1.36  0.150
H 12.02 6.71 0.88  0.295
H 12.90 5.67 2.07  0.278
H 13.08 4.32 0.54  0.195
C 17.98 2.67 5.56  -0.771
C 19.16 3.67 5.71  -0.297
O 18.92 4.70 6.73  -0.518
H 18.22 1.88 4.85  0.199
H 17.21 3.32 5.14  0.145
H 17.62 2.32 6.52  0.377
H 19.47 4.05 4.73  0.323
H 19.94 3.06 6.16  0.241
H 19.44 5.47 6.50  0.307
C 15.03 3.20 -4.37  -0.468
C 16.46 3.21 -3.87  -0.288
O 16.96 1.92 -3.46  -0.546
H 14.42 2.76 -3.58  -0.123
H 14.90 2.64 -5.30  0.272
H 14.62 4.20 -4.51  0.332
H 16.39 3.81 -2.97  0.117
H 17.16 3.79 -4.48  0.347
H 16.54 1.68 -2.63  0.604
C 8.21 -1.56 1.85  -0.998
C 9.32 -2.11 2.82  -0.209
O 10.29 -2.95 2.15  -0.488
H 7.57 -0.90 2.43  0.352
H 7.61 -2.39 1.45  0.358
H 8.58 -0.96 1.03  0.185
H 8.79 -2.68 3.58  0.322
H 9.77 -1.26 3.33  0.192
H 10.12 -2.70 1.24  0.310
C 10.10 1.33 -1.19  -1.136
C 11.25 2.40 -1.15  0.412
O 10.72 3.59 -1.65  -0.549
H 10.43 0.38 -0.78  0.205
H 9.83 1.10 -2.21  0.390
H 9.19 1.63 -0.65  0.316
H 12.15 2.09 -1.67  0.051
H 11.70 2.58 -0.18  0.006
H 11.47 4.19 -1.69  0.325

[4]
Formula: C12H30F6N2O4PSr
Source: OMol25
Level of theory: ωB97M-V with the def2-TZVPD basis set

Values from the calculation:
ΔE to the lowest compared entry with this formula, charge and spin   22.6 kcal/mol
E   -50518.0472 eV
Net charge   +2
2S+1   2

Each line ends with the Mulliken charge.
Geometry (Å):
Sr -0.07 -0.20 0.06  1.756
P 1.49 -0.50 2.90  1.332
F 2.31 -1.83 3.36  -0.359
F 1.99 -0.61 1.30  -0.412
F 0.25 -1.30 2.31  -0.422
F 0.57 0.80 2.52  -0.247
F 0.86 -0.51 4.35  -0.368
F 2.80 0.50 3.18  -0.397
C 2.19 2.85 0.47  -0.989
O 0.98 2.33 -0.10  0.310
C 0.59 3.03 -1.28  -0.902
C -0.60 2.52 -2.04  -0.928
N -0.52 1.02 -2.17  -0.040
C 0.43 0.59 -3.22  -0.799
C 0.87 -0.78 -2.74  -0.660
O 1.64 -0.87 -1.51  -0.197
C 3.07 -0.54 -1.55  -0.894
H 2.51 2.29 1.36  0.217
H 2.09 3.93 0.58  0.307
H 2.94 2.62 -0.29  0.366
H 1.45 3.08 -1.95  0.555
H 0.43 4.07 -1.02  0.493
H -0.60 2.96 -3.04  0.459
H -1.57 2.89 -1.69  0.313
H -1.42 0.82 -2.57  0.172
H 1.18 1.26 -3.64  0.344
H -0.16 0.41 -4.12  0.524
H 1.52 -1.01 -3.59  0.523
H 0.03 -1.48 -2.78  0.166
H 3.28 0.52 -1.39  0.181
H 3.52 -0.93 -2.47  0.418
H 3.51 -1.19 -0.80  0.266
C -2.08 2.81 1.05  -1.122
O -1.84 1.38 0.99  -0.015
C -3.10 0.78 1.28  -0.730
C -2.76 -0.66 1.60  -0.780
N -2.29 -1.30 0.36  -0.177
C -2.22 -2.80 0.34  -1.261
C -0.94 -3.51 0.85  -0.134
O 0.23 -3.04 0.16  0.180
C 1.50 -3.62 0.56  -0.480
H -2.73 3.08 0.22  0.444
H -1.11 3.27 0.85  0.122
H -2.47 3.19 1.99  0.435
H -3.71 0.88 0.39  0.405
H -3.52 1.32 2.13  0.432
H -3.67 -1.14 1.97  0.491
H -2.08 -1.00 2.38  0.358
H -3.03 -1.11 -0.30  0.185
H -2.19 -3.15 -0.69  0.410
H -3.13 -3.18 0.79  0.502
H -1.18 -4.56 1.01  0.644
H -0.90 -3.16 1.88  0.203
H 2.19 -3.15 -0.15  0.059
H 1.59 -4.69 0.36  0.421
H 1.89 -3.37 1.54  0.322

[5]
Formula: C12H30N2O3P
Source: OMol25
Level of theory: ωB97M-V with the def2-TZVPD basis set

Values from the calculation:
E   -31334.0553 eV
Net charge   +1
2S+1   1

Each line ends with the Mulliken charge.
Geometry (Å):
C 2.86 -4.27 0.61  -1.402
C 2.71 -2.75 0.58  -0.210
N 1.85 -2.27 -0.53  0.170
C 0.43 -2.19 -0.17  -0.840
C -0.31 -3.54 -0.39  -1.093
P -1.18 -4.16 1.13  -0.161
C -2.94 -4.13 0.57  -0.770
C -3.68 -2.84 0.98  -0.456
O -3.66 -1.91 -0.12  -0.498
C 2.34 -1.01 -0.99  0.214
C 2.18 0.20 -0.09  -0.804
O 2.89 -0.91 -2.05  -0.577
H 3.24 -4.62 -0.35  0.339
H 1.91 -4.77 0.82  0.234
H 3.57 -4.56 1.39  0.409
H 2.32 -2.38 1.55  0.318
H 3.71 -2.32 0.45  0.425
H 0.30 -1.86 0.87  0.424
H -0.04 -1.44 -0.81  0.288
H 0.41 -4.29 -0.72  0.761
H -1.03 -3.43 -1.20  0.498
H -0.98 -5.53 0.90  0.028
H -3.02 -4.22 -0.51  0.366
H -3.44 -4.99 1.01  0.462
H -4.72 -3.08 1.26  0.397
H -3.20 -2.37 1.84  0.270
H -4.52 -1.48 -0.18  0.273
H 2.31 1.09 -0.70  0.253
H 2.97 0.17 0.67  0.369
H 1.21 0.23 0.42  0.319
C -0.49 5.98 -0.81  -1.417
C -0.37 5.15 0.45  0.163
C 0.62 3.99 0.41  -0.664
O 0.15 2.96 -0.42  -0.345
C 0.59 2.98 -1.79  -0.789
N -1.71 4.47 0.71  -0.275
H -0.95 5.43 -1.63  0.388
H -1.08 6.88 -0.64  0.424
H 0.50 6.29 -1.14  0.352
H -0.17 5.79 1.31  0.379
H 0.72 3.57 1.41  0.354
H 1.61 4.35 0.10  0.462
H 1.56 3.48 -1.88  0.378
H -0.14 3.48 -2.42  0.287
H 0.69 1.95 -2.12  0.242
H -2.50 5.10 0.57  0.357
H -1.76 4.09 1.65  0.351
H -1.76 3.68 0.05  0.347

[6]
Formula: C12H30N2O3Si
Source: OMol25
Level of theory: ωB97M-V with the def2-TZVPD basis set

Values from the calculation:
ΔE to the lowest compared entry with this formula, charge and spin   23.6 kcal/mol
E   -29933.0067 eV
2S+1   1

Each line ends with the Mulliken charge.
Geometry (Å):
O -0.53 -2.69 0.04  -0.291
O 0.61 -0.17 -0.60  0.665
O -1.65 -0.34 0.61  -0.402
N -0.79 2.12 -1.92  -0.478
N -0.10 1.96 1.62  -0.110
C 0.11 -5.03 -0.41  -1.512
C 2.74 0.43 -1.77  -1.354
C -3.59 0.11 -0.84  -1.211
C 0.40 -3.57 -0.58  0.160
C 1.70 -0.66 -1.40  -0.229
C -2.55 -0.83 -0.36  -0.085
C -1.14 3.16 -0.93  -0.713
C 0.74 2.68 0.70  -0.062
C 0.52 1.36 2.82  -1.011
C 0.02 3.71 -0.17  -0.882
C 1.35 0.05 2.63  -0.260
C 0.50 -1.24 2.13  -0.640
Si -0.23 -1.15 0.50  -0.624
H -0.24 2.50 -2.70  0.289
H -0.27 1.28 -1.60  0.181
H -0.77 1.20 1.26  0.363
H 0.06 -5.21 0.65  0.350
H -0.85 -5.37 -0.87  0.301
H 0.87 -5.72 -0.81  0.388
H 3.66 0.01 -2.17  0.419
H 3.07 0.94 -0.85  0.322
H 2.43 1.28 -2.40  0.291
H -4.16 -0.34 -1.65  0.387
H -3.10 1.02 -1.24  0.178
H -4.17 0.33 0.09  0.294
H 1.35 -3.41 -0.11  0.260
H 0.49 -3.36 -1.64  0.210
H 1.25 -1.06 -2.38  0.215
H 2.23 -1.49 -0.93  0.328
H -1.95 -1.26 -1.26  0.191
H -3.12 -1.65 0.13  0.257
H -1.79 2.71 -0.18  0.246
H -1.65 4.03 -1.43  0.359
H 1.49 3.24 1.23  0.566
H 1.18 1.95 -0.04  -0.218
H -0.31 1.18 3.59  0.323
H 1.17 2.17 3.23  0.440
H -0.28 4.61 0.42  0.354
H 0.78 4.07 -0.88  0.326
H 1.75 -0.27 3.61  0.462
H 2.20 0.31 1.95  0.086
H -0.41 -1.40 2.67  0.361
H 1.00 -2.17 2.20  0.510

[7]
Formula: C12H30N2O4Tl
Source: OMol25
Level of theory: ωB97M-V with the def2-TZVPD basis set

Values from the calculation:
ΔE to the lowest compared entry with this formula, charge and spin   72.3 kcal/mol
E   -28757.2193 eV
Net charge   +3
2S+1   1

Each line ends with the Mulliken charge.
Geometry (Å):
Tl 27.53 -16.87 -26.85  1.178
C 27.46 -14.12 -29.65  -0.784
O 27.25 -15.51 -29.45  -0.241
C 26.59 -16.16 -30.55  -0.771
C 26.32 -17.67 -30.48  -0.664
N 25.78 -17.96 -29.15  -0.067
C 25.43 -19.36 -28.94  -0.618
C 24.75 -19.51 -27.56  -0.819
O 25.80 -19.45 -26.55  -0.098
C 25.49 -20.26 -25.41  -0.768
H 27.41 -13.59 -28.71  0.264
H 26.71 -13.64 -30.29  0.393
H 28.49 -14.01 -29.99  0.329
H 26.96 -15.95 -31.55  0.457
H 25.63 -15.65 -30.60  0.500
H 27.16 -18.36 -30.61  0.449
H 25.66 -17.92 -31.30  0.395
H 24.99 -17.37 -28.94  0.332
H 26.45 -19.76 -28.86  0.421
H 24.97 -19.80 -29.83  0.521
H 24.18 -20.43 -27.71  0.522
H 24.08 -18.70 -27.28  0.362
H 26.28 -20.22 -24.66  0.143
H 25.25 -21.18 -25.95  0.451
H 24.52 -19.98 -24.99  0.351
C 30.75 -14.94 -26.59  -0.726
O 30.47 -16.12 -26.03  -0.205
C 30.90 -16.26 -24.67  -0.613
C 30.08 -17.32 -23.87  -0.821
N 28.58 -17.17 -24.09  -0.006
C 27.77 -17.93 -23.11  -0.691
C 26.35 -17.25 -22.93  -0.719
O 25.69 -17.37 -24.29  -0.129
C 24.34 -16.85 -24.20  -0.732
H 31.81 -14.95 -26.84  0.347
H 30.54 -14.09 -25.94  0.389
H 30.25 -14.80 -27.55  0.217
H 30.80 -15.31 -24.15  0.438
H 31.95 -16.58 -24.61  0.443
H 30.40 -17.43 -22.84  0.439
H 30.28 -18.24 -24.42  0.383
H 28.40 -16.20 -23.89  0.346
H 28.20 -18.02 -22.11  0.475
H 27.55 -18.94 -23.45  0.192
H 26.31 -16.21 -22.60  0.475
H 25.87 -17.75 -22.09  0.439
H 23.80 -17.20 -23.32  0.358
H 23.90 -17.28 -25.10  0.155
H 24.39 -15.76 -24.29  0.307

[8]
Formula: C12H30N6O10Zn2
Source: OMol25
Level of theory: ωB97M-V with the def2-TZVPD basis set

Values from the calculation:
ΔE to the lowest compared entry with this formula, charge and spin   0.0 kcal/mol
E   -139185.3493 eV
2S+1   1

Each line ends with the Mulliken charge.
Geometry (Å):
Zn -0.75 0.60 -0.78  1.921
Zn 0.84 2.61 0.97  0.168
C 0.68 0.00 1.18  1.212
O -0.40 -0.64 0.87  -1.019
O 0.73 0.88 2.15  -0.836
O 1.09 0.68 0.11  -0.912
C -0.68 3.23 -0.85  1.199
O 0.37 3.94 -0.66  -0.704
O -0.86 2.46 -1.90  -0.690
O -1.01 2.47 0.18  -0.997
C -2.48 -0.89 3.97  0.463
O -3.28 -1.16 4.85  -0.696
N -2.22 -1.73 2.93  -0.168
N -1.67 0.20 4.06  -0.282
H -2.50 -2.69 2.98  0.136
H -1.42 -1.53 2.33  0.115
H -1.72 0.67 4.94  0.182
H -1.18 0.57 3.26  0.177
C -1.67 -3.94 -0.84  0.590
O -1.50 -3.52 -1.98  -0.746
N -1.34 -3.25 0.29  -0.115
N -2.03 -5.23 -0.58  -0.424
H -1.08 -2.27 0.24  0.039
H -1.70 -3.53 1.19  0.256
H -2.09 -5.62 0.34  0.160
H -2.43 -5.78 -1.32  0.261
C -1.96 -1.04 -4.46  -1.423
C -1.81 -0.26 -3.15  0.188
C -3.06 -0.43 -2.28  -0.838
O -2.77 0.18 -1.03  -0.095
C -3.88 0.21 -0.11  -0.910
N -0.63 -0.76 -2.38  -0.384
H -1.82 -2.11 -4.25  0.323
H -1.17 -0.72 -5.13  0.385
H -2.93 -0.90 -4.94  0.392
H -1.77 0.82 -3.35  0.410
H -3.28 -1.49 -2.11  0.382
H -3.89 0.07 -2.80  0.394
H -4.40 -0.74 -0.15  0.378
H -4.49 1.10 -0.24  0.236
H -3.37 0.20 0.85  0.153
H -0.88 -1.75 -2.30  0.253
H 0.17 -0.72 -3.00  0.344
C 3.94 3.24 -0.81  -1.584
C 3.81 2.34 0.41  0.842
C 5.15 2.03 1.05  -0.819
O 5.05 1.01 2.04  -0.356
C 4.63 -0.25 1.58  -0.378
N 2.87 2.92 1.40  -0.327
H 4.86 2.99 -1.34  0.413
H 4.07 4.28 -0.49  0.356
H 3.07 3.18 -1.46  0.326
H 3.42 1.37 0.09  -0.011
H 5.50 2.86 1.65  0.279
H 5.94 1.72 0.36  0.403
H 3.56 -0.31 1.35  -0.035
H 4.83 -0.98 2.37  0.281
H 5.24 -0.60 0.74  0.307
H 2.99 2.28 2.20  0.447
H 3.31 3.76 1.79  0.377